i.
The following is a DFT calculation (wB97M-V/def2-TZVPD) of a molecular structure, C23H56AsGeN2PtS2Si3.

The geometry in XYZ format:
```
89
Properties=species:S:1:pos:R:3
Pt 0.552 -1.228 -0.328
S 0.329 -0.455 2.155
C 1.029 -1.793 2.860
N 1.563 -1.814 4.080
C 2.249 -3.022 4.500
C 1.643 -4.152 3.681
S 1.091 -3.364 2.112
H 1.624 -0.971 4.631
H 2.098 -3.188 5.567
H 3.326 -2.920 4.308
H 0.764 -4.580 4.161
H 2.347 -4.945 3.451
C 2.748 2.273 -3.920
C 1.405 1.591 -4.201
C 0.345 2.619 -4.623
C 1.576 0.519 -5.286
C 0.949 0.945 -2.998
N 0.545 0.408 -2.066
H 3.070 2.817 -4.802
H 3.513 1.534 -3.688
H 2.669 2.978 -3.096
H 0.652 3.097 -5.550
H 0.223 3.390 -3.865
H -0.617 2.137 -4.788
H 1.891 1.002 -6.206
H 0.647 -0.010 -5.478
H 2.337 -0.209 -5.012
C 4.658 -1.457 1.869
C 4.203 -2.231 0.640
As 3.009 -1.179 -0.543
C 3.653 0.681 -0.475
C 2.981 1.527 0.600
C 3.620 -1.764 -2.325
C 5.005 -1.267 -2.716
H 5.211 -2.108 2.546
H 3.806 -1.031 2.405
H 5.326 -0.642 1.590
H 3.666 -3.139 0.938
H 5.072 -2.542 0.055
H 3.420 1.104 -1.454
H 4.740 0.680 -0.351
H 1.896 1.533 0.453
H 3.340 2.555 0.552
H 3.193 1.145 1.600
H 2.886 -1.413 -3.057
H 3.599 -2.857 -2.332
H 5.045 -0.178 -2.743
H 5.263 -1.632 -3.709
H 5.775 -1.620 -2.029
C -4.032 -3.321 -3.300
Si -2.962 -1.799 -2.880
C -1.712 -1.376 -4.252
C -3.988 -0.257 -2.426
Ge -1.237 -2.617 -0.931
Si -3.044 -3.021 0.952
C -4.051 -4.535 0.388
C -3.975 -1.361 0.932
C -2.267 -3.321 2.666
Si -0.080 -4.681 -1.872
C -1.239 -6.186 -1.724
C 1.508 -4.901 -0.830
C 0.457 -4.355 -3.678
H -4.335 -3.257 -4.342
H -4.939 -3.351 -2.705
H -3.506 -4.262 -3.177
H -2.229 -1.253 -5.199
H -0.960 -2.144 -4.381
H -1.209 -0.446 -4.011
H -4.051 0.394 -3.295
H -3.553 0.324 -1.618
H -5.005 -0.520 -2.146
H -4.310 -4.511 -0.665
H -4.976 -4.563 0.957
H -3.527 -5.464 0.587
H -4.794 -1.362 0.221
H -3.312 -0.536 0.688
H -4.394 -1.160 1.914
H -1.640 -4.206 2.690
H -3.058 -3.458 3.400
H -1.682 -2.462 2.980
H -1.466 -6.438 -0.692
H -0.761 -7.048 -2.180
H -2.181 -6.028 -2.238
H 1.287 -5.300 0.155
H 1.999 -3.934 -0.709
H 2.208 -5.580 -1.308
H -0.385 -4.305 -4.362
H 1.099 -5.163 -4.022
H 1.025 -3.432 -3.771
```

Output
⟨S²⟩: 0.84
Total charge: +2
Spin multiplicity: 2
Lowest unoccupied orbital energy (alpha / beta): -0.279 / -0.284 hartree
HOMO (alpha / beta): -12.708 / -12.560 eV

***

ii.
The following is a DFT calculation (wB97M-V/def2-TZVPD) of a molecular structure, C23H56AsGeN2PtS2Si3.

The geometry in XYZ format:
```
89
Properties=species:S:1:pos:R:3
Pt -0.391 -0.099 0.334
S -1.221 1.533 1.810
C -0.141 1.158 3.119
N 0.761 1.988 3.581
C 1.671 1.468 4.605
C 0.879 0.373 5.306
S -0.208 -0.317 4.010
H 0.910 2.877 3.121
H 1.967 2.263 5.287
H 2.560 1.073 4.105
H 0.241 0.774 6.091
H 1.516 -0.407 5.714
C -2.682 -4.030 3.438
C -3.495 -2.900 2.791
C -4.550 -3.470 1.832
C -4.148 -2.010 3.855
C -2.569 -2.070 2.003
N -1.848 -1.418 1.394
H -3.354 -4.631 4.049
H -1.895 -3.637 4.081
H -2.233 -4.679 2.687
H -5.196 -4.145 2.391
H -4.090 -4.034 1.020
H -5.165 -2.679 1.406
H -4.906 -2.597 4.374
H -4.632 -1.143 3.409
H -3.419 -1.667 4.588
C 2.778 -3.220 -1.177
C 1.591 -2.689 -1.976
As 0.066 -2.172 -0.874
C -1.487 -2.341 -2.055
C -1.469 -3.510 -3.030
C -0.094 -3.736 0.279
C 0.662 -3.627 1.597
H 3.605 -3.451 -1.849
H 2.526 -4.141 -0.653
H 3.142 -2.505 -0.440
H 1.207 -3.468 -2.634
H 1.869 -1.844 -2.599
H -1.596 -1.386 -2.571
H -2.334 -2.414 -1.369
H -0.687 -3.407 -3.781
H -2.419 -3.564 -3.561
H -1.326 -4.465 -2.522
H 0.269 -4.574 -0.320
H -1.162 -3.883 0.436
H 1.726 -3.449 1.439
H 0.567 -4.551 2.168
H 0.275 -2.810 2.206
C 3.035 2.437 -3.605
Si 2.181 1.056 -2.717
C 0.991 0.186 -3.855
C 3.372 0.045 -1.716
Ge 0.385 1.791 -0.895
Si 1.870 3.474 0.155
C 0.806 4.589 1.237
C 3.144 2.496 1.141
C 2.728 4.615 -1.039
Si -1.436 2.759 -2.170
C -2.401 3.767 -0.927
C -0.628 3.821 -3.478
C -2.480 1.404 -2.914
H 3.435 2.003 -4.527
H 3.877 2.829 -3.041
H 2.377 3.256 -3.891
H 1.567 -0.460 -4.526
H 0.468 0.917 -4.472
H 0.250 -0.424 -3.343
H 3.892 -0.665 -2.366
H 2.878 -0.502 -0.913
H 4.122 0.702 -1.276
H -0.077 4.126 1.661
H 0.471 5.439 0.639
H 1.419 5.006 2.044
H 2.756 1.534 1.479
H 3.530 3.049 2.000
H 4.003 2.292 0.499
H 2.022 5.163 -1.663
H 3.450 4.121 -1.683
H 3.272 5.356 -0.448
H -1.876 4.686 -0.662
H -2.592 3.209 -0.011
H -3.369 4.049 -1.346
H 0.038 4.568 -3.043
H -1.387 4.356 -4.052
H -0.057 3.218 -4.185
H -2.867 0.749 -2.131
H -1.905 0.801 -3.618
H -3.334 1.814 -3.455
```

Output
⟨S²⟩: 0.75
Total charge: +2
Spin multiplicity: 2
Lowest unoccupied orbital energy (alpha / beta): -0.213 / -0.282 hartree
HOMO (alpha / beta): -13.291 / -13.412 eV

***

The energy of each structure relative to the most stable one, in hartree, is as follows: i 0.0831; ii 0.0000.

***

i.
The following is a DFT calculation (wB97M-V/def2-TZVPD) of C3H3F2NO in the gas phase.

The geometry in XYZ format:
```
10
Properties=species:S:1:pos:R:3
F -3.292 0.003 -1.086
C -2.461 -0.007 -0.011
F -3.208 0.100 1.053
N -1.746 -1.221 -0.012
C -0.504 -0.957 -0.028
C -0.260 0.524 0.010
O -1.583 1.070 0.066
H 0.366 -1.587 -0.010
H 0.119 0.872 0.929
H 0.422 0.880 -0.690
```

Output
Structure (SMILES): FC1(F)N=CCO1
Total charge: 0
Lowest unoccupied orbital energy: 0.027 hartree
HOMO: -11.373 eV

***

ii.
The following is a DFT calculation (wB97M-V/def2-TZVPD) of 2 unconnected molecules or ions with the total composition C3H3F2NO.

The geometry in XYZ format:
```
10
Properties=species:S:1:pos:R:3
C 0.025 0.731 -0.300
C 0.137 -0.697 0.314
C 0.305 -0.717 1.717
H -0.110 1.516 -2.393
H -0.807 -0.146 -2.240
H 0.555 0.312 2.318
N -0.980 0.803 -1.458
O 0.572 1.735 0.153
F -0.300 -1.659 -0.500
F 0.603 -1.877 2.390
```

Output
Total charge: 0
Lowest unoccupied orbital energy: -0.015 hartree
HOMO: -10.257 eV

***

The energy of each structure relative to the most stable one, in hartree, is as follows: i 0.0000; ii 0.1463.

***

i.
The following is a DFT calculation (wB97M-V/def2-TZVPD) of C7H9IO in the gas phase.

The geometry in XYZ format:
```
18
Properties=species:S:1:pos:R:3
C 0.992 0.635 0.387
C 0.815 0.246 -2.017
C -0.096 0.037 0.978
C -0.242 -0.462 -1.969
C 0.970 1.311 -0.933
C -1.363 0.349 0.407
C 0.055 -0.850 2.257
O -2.337 -0.495 0.726
I -1.349 -1.638 -3.372
H 2.006 0.355 0.568
H 1.481 0.241 -2.911
H 0.335 2.164 -1.042
H 1.903 1.748 -1.120
H -1.562 0.988 -0.428
H 1.065 -0.900 2.556
H -0.155 -1.880 1.935
H -0.638 -0.524 3.057
H -1.881 -1.324 0.921
```

Output
Total charge: 0
Lowest unoccupied orbital energy (alpha / beta): 0.001 / -0.023 hartree
HOMO (alpha / beta): -7.916 / -7.017 eV

***

ii.
The following is a DFT calculation (wB97M-V/def2-TZVPD) of 2 unconnected molecules or ions with the total composition C7H9IO.

The geometry in XYZ format:
```
18
Properties=species:S:1:pos:R:3
O 0.529 2.158 -1.108
C 0.837 0.958 -0.518
C 1.053 -0.130 -1.363
C 1.369 -1.373 -0.820
C 1.471 -1.539 0.562
C 1.253 -0.448 1.401
C 0.936 0.801 0.865
H 0.403 2.832 -0.397
H 0.970 0.016 -2.448
H 1.539 -2.226 -1.491
H 1.720 -2.521 0.986
H 1.330 -0.563 2.490
H 0.765 1.660 1.528
C -2.796 -0.080 -0.043
I -3.222 1.631 1.114
H -2.556 0.209 -1.080
H -3.666 -0.758 -0.059
H -1.935 -0.624 0.380
```

Output
Structure (SMILES): Oc1ccccc1.CI
Total charge: 0
Lowest unoccupied orbital energy: 0.017 hartree
HOMO: -8.752 eV

***

The energy of each structure relative to the most stable one, in hartree, is as follows: i 0.1909; ii 0.0000.

***

i.
The following is a DFT calculation (wB97M-V/def2-TZVPD) of 2 unconnected molecules or ions with the total composition C7H16.

The geometry in XYZ format:
```
23
Properties=species:S:1:pos:R:3
C -0.354 2.067 0.167
C 0.394 0.721 -0.249
C 1.860 0.618 -0.117
C 2.276 -0.996 -0.152
C 3.750 -1.220 0.070
H -0.390 2.276 1.356
H -0.364 3.316 -0.308
H -1.547 2.038 0.011
H 0.193 0.309 -1.260
H -0.052 0.091 0.583
H 2.585 1.225 -0.897
H 2.463 0.926 0.894
H 1.889 -1.277 -1.040
H 1.554 -1.473 0.617
H 4.154 -1.021 1.120
H 4.125 -2.123 -0.207
H 4.459 -0.463 -0.496
C -3.969 -0.990 0.357
C -5.017 -0.588 -0.276
H -3.852 -2.095 0.752
H -3.125 -0.285 0.475
H -5.781 -1.361 -0.566
H -5.252 0.304 -0.834
```

Output
Structure (SMILES): CCCCC.C=C
Total charge: 0
Lowest unoccupied orbital energy: 0.038 hartree
HOMO: -10.437 eV

***

ii.
The following is a DFT calculation (wB97M-V/def2-TZVPD) of 2 unconnected molecules or ions with the total composition C7H16.

The geometry in XYZ format:
```
23
Properties=species:S:1:pos:R:3
C 1.164 -0.042 2.704
C 1.108 1.220 2.268
C -0.071 2.130 2.444
H 2.055 -0.660 2.545
H 0.318 -0.494 3.233
H 1.978 1.634 1.742
H -0.880 1.609 2.983
H -0.454 2.454 1.462
H 0.218 3.023 3.022
C -0.187 -2.633 -1.028
C 0.170 -1.292 -1.669
C -0.947 -0.261 -1.531
C -0.589 1.079 -2.172
H 0.637 -3.356 -1.143
H -1.091 -3.050 -1.504
H -0.388 -2.496 0.048
H 1.087 -0.890 -1.195
H 0.386 -1.444 -2.744
H -1.864 -0.663 -2.005
H -1.163 -0.110 -0.456
H -0.388 0.943 -3.248
H 0.314 1.497 -1.696
H -1.414 1.803 -2.058
```

Output
Structure (SMILES): C=CC.CCCC
Total charge: 0
Lowest unoccupied orbital energy: 0.042 hartree
HOMO: -9.668 eV

***

The energy of each structure relative to the most stable one, in hartree, is as follows: i 0.1410; ii 0.0000.

***

i.
The following is a DFT calculation (wB97M-V/def2-TZVPD) of 2 unconnected molecules or ions with the total composition C7H11N3O3.

The geometry in XYZ format:
```
24
Properties=species:S:1:pos:R:3
O 4.237 -1.088 0.148
C 3.111 -0.592 -0.091
C 1.931 -1.420 -0.474
C 0.764 -0.649 -0.802
N 0.638 0.702 -0.617
C 1.637 1.498 -0.010
O 1.585 2.662 0.359
N 2.871 0.767 -0.171
H 1.872 -2.598 -0.491
H -0.278 -1.057 -0.999
H -0.149 1.132 -0.929
H 3.533 1.389 0.150
C -2.529 1.556 -0.303
N -1.970 0.494 0.471
C -1.815 -0.739 0.102
C -1.058 -1.609 1.115
O -2.378 -1.289 -0.849
H -3.315 1.171 -1.090
H -2.974 2.487 0.358
H -1.743 2.120 -0.840
H -1.287 0.771 1.145
H -0.951 -1.178 2.102
H -0.131 -1.886 0.528
H -1.600 -2.644 1.187
```

Output
Structure (SMILES): O=c1cc[nH]c(=O)[nH]1.CNC(C)=O
Total charge: 0
Lowest unoccupied orbital energy: 0.003 hartree
HOMO: -9.348 eV

***

ii.
The following is a DFT calculation (wB97M-V/def2-TZVPD) of C7H11N3O3 in the gas phase.

The geometry in XYZ format:
```
24
Properties=species:S:1:pos:R:3
N 1.145 2.062 0.301
C 1.212 1.501 -1.016
C -0.003 1.790 -1.849
O -1.141 1.323 -1.175
C -1.337 -0.033 -1.292
N -0.813 -0.674 -0.024
C -1.142 -0.319 1.237
C -0.651 -0.853 2.334
C 0.178 -2.036 2.230
O 0.725 -2.708 3.074
N 0.538 -2.360 0.879
C 0.092 -1.721 -0.228
O 0.590 -1.857 -1.361
H 1.781 1.557 1.046
H 0.083 1.995 0.786
H 2.187 1.765 -1.532
H 1.329 0.367 -0.973
H -0.139 2.874 -1.906
H 0.097 1.202 -2.729
H -2.454 -0.149 -1.248
H -0.739 -0.506 -2.086
H -1.928 0.462 1.215
H -0.924 -0.692 3.395
H 1.314 -2.991 0.922
```

Output
Structure (SMILES): NCCOCn1ccc(=O)[nH]c1=O
Total charge: 0
Lowest unoccupied orbital energy: 0.016 hartree
HOMO: -9.119 eV

***

The energy of each structure relative to the most stable one, in hartree, is as follows: i 0.0183; ii 0.0000.